Entry 1:
The following is a quantum chemistry calculation of a molecular structure, C19H22MnN2Te, from the OMol25 dataset.

Values from the calculation:
HOMO (alpha / beta): -14.69 / -14.66 eV
F_max: 1.82 eV/A
Calculated total energy: -2265.061014 a.u.
Multiplicity: 4
E_LUMO (alpha / beta): -9.35 / -9.08 eV
Orbital gap (alpha / beta): 5.34 / 5.58 eV
Charge: +2

Geometry as XYZ:
```
45
C19H22MnN2Te ωB97M-V/def2-TZVPD
C -4.28 0.03 0.36
C -4.30 1.34 -0.42
H -4.48 -0.81 -0.31
H -5.08 0.05 1.11
H -3.35 -0.19 0.89
H -3.46 1.46 -1.09
H -5.21 1.38 -1.03
H -4.32 2.20 0.25
C 0.65 -2.79 0.07
C 1.47 -3.88 -0.22
C 2.54 -3.73 -1.11
C 2.78 -2.47 -1.68
H -0.17 -2.82 0.79
H 1.26 -4.84 0.25
H 3.20 -4.56 -1.34
H 3.62 -2.28 -2.34
N 0.87 -1.59 -0.53
C 1.92 -1.41 -1.38
C 2.11 -0.03 -1.82
N 1.24 0.88 -1.28
C 1.38 2.20 -1.53
C 3.28 1.75 -2.95
C 2.39 2.67 -2.38
H 0.66 2.84 -1.03
H 2.45 3.73 -2.59
C 3.14 0.39 -2.67
H 3.81 -0.37 -3.08
H 4.09 2.08 -3.61
Mn 0.01 0.14 0.17
C -1.32 1.49 0.17
H -1.63 1.57 -0.89
H -0.92 2.45 0.53
H -2.15 1.15 0.81
Te 1.42 0.55 2.29
C 0.30 1.04 3.98
C -0.98 1.63 3.92
C -1.59 2.02 5.13
C -0.94 1.83 6.36
C 0.34 1.25 6.39
C 0.96 0.83 5.22
H -1.46 1.77 2.95
H -2.58 2.48 5.11
H -1.43 2.14 7.29
H 0.85 1.13 7.35
H 1.95 0.37 5.21
```

Results of the Löwdin charge analysis, in e, for atoms 1 through 8:
1. C -0.155
2. C -0.166
3. H 0.076
4. H 0.082
5. H 0.025
6. H 0.028
7. H 0.083
8. H 0.079

Entry 2:
The following is a quantum chemistry calculation of a molecular structure, C19H22MoN6O3, from the OMol25 dataset.

Values from the calculation:
HOMO (alpha / beta): -20.64 / -20.68 eV
F_max: 3.76 eV/A
Calculated total energy: -1357.990715 a.u.
Multiplicity: 3
E_LUMO (alpha / beta): -16.98 / -15.51 eV
Energy above the lowest of the compared OMol25 structures with the same formula, charge and spin: 0.0 kcal per mole
Orbital gap (alpha / beta): 3.66 / 5.17 eV
Charge: +4

Geometry as XYZ:
```
51
C19H22MoN6O3 ωB97M-V/def2-TZVPD
N 0.72 1.90 -0.47
C 0.78 3.05 -0.49
C 0.85 4.52 -0.51
H -0.15 4.93 -0.59
H 1.44 4.84 -1.37
H 1.33 4.87 0.40
N 2.46 -1.54 -0.81
C 3.42 -2.17 -1.00
C 4.63 -2.96 -1.24
H 5.23 -2.47 -2.01
H 4.35 -3.96 -1.57
H 5.21 -3.03 -0.32
N -1.39 -1.34 -0.47
C -2.42 -1.86 -0.49
C -3.73 -2.52 -0.51
H -3.74 -3.34 0.20
H -3.93 -2.91 -1.51
H -4.50 -1.80 -0.25
Mo 0.63 -0.35 -0.29
C 0.65 -2.07 1.07
O 0.67 -2.96 1.78
C 2.21 0.32 1.06
O 3.03 0.67 1.78
C 1.09 0.97 -3.62
C -0.27 1.03 -3.50
C -1.00 -0.09 -3.51
C -0.39 -1.31 -3.62
C 0.95 -1.37 -3.74
C 1.69 -0.22 -3.74
H 1.68 1.87 -3.65
H -0.77 1.99 -3.43
H -2.08 -0.02 -3.44
H -0.96 -2.21 -3.65
H 1.42 -2.33 -3.86
H 2.76 -0.26 -3.85
C -3.13 -0.89 4.04
N -2.13 0.01 3.43
C -1.92 1.20 4.00
C -0.96 2.01 3.50
C -0.19 1.64 2.38
N -0.44 0.43 1.66
C -1.42 -0.39 2.31
O -1.67 -1.51 1.93
N 0.84 2.61 2.16
H -3.93 -1.12 3.30
H -3.61 -0.44 4.94
H -2.64 -1.84 4.35
H -2.47 1.51 4.88
H -0.77 2.93 4.03
H 0.88 3.47 2.72
H 1.68 2.52 1.60
```

Results of the Löwdin charge analysis, in e, for atoms 1 through 8:
1. N 0.051
2. C -0.126
3. C 0.042
4. H 0.128
5. H 0.125
6. H 0.112
7. N 0.047
8. C -0.080

Entry 3:
The following is a quantum chemistry calculation of a molecular structure, C19H22N2O, from the OMol25 dataset.

Values from the calculation:
HOMO: -8.06 eV
F_max: 17.57 eV/A
Calculated total energy: -921.364793 a.u.
E_LUMO: -0.29 eV
Energy above the lowest of the compared OMol25 structures with the same formula, charge and spin: 416.9 kcal per mole
Orbital gap: 7.77 eV
Charge: 0

Geometry as XYZ:
```
44
C19H22N2O ωB97M-V/def2-TZVPD
C 2.93 4.34 1.16
C 3.30 3.28 2.12
C 2.08 2.57 2.83
C 1.33 1.77 1.96
C 2.14 0.53 1.61
C 1.91 -0.44 2.98
C 0.47 -1.03 3.20
O 0.45 -2.28 2.08
C -0.21 -2.02 0.96
C -0.33 -3.03 0.00
C -0.97 -3.12 -1.02
C -1.50 -1.88 -1.44
C -1.52 -0.60 -0.76
C -1.02 -0.89 0.64
H -0.88 0.02 1.20
H -2.18 0.28 -0.79
C -2.38 -1.48 -2.85
N -2.62 -0.30 -3.13
C -3.22 -0.31 -4.38
C -3.72 -1.18 -5.06
C -3.30 -2.51 -4.77
C -2.81 -2.73 -3.35
H -2.63 -3.82 -3.14
H -3.84 -3.30 -5.22
C -4.12 -1.12 -6.42
N -4.87 -0.69 -7.41
H -3.36 1.04 -4.65
H -0.94 -3.97 -1.81
H 0.16 -3.87 0.44
H -0.34 -0.44 3.09
H 0.54 -1.88 4.06
H 2.77 -1.36 2.77
H 2.10 -0.07 3.89
H 3.12 0.71 1.51
H 1.60 0.03 0.89
H 0.30 1.42 2.58
H 1.27 2.19 0.97
H 1.29 3.59 3.40
H 2.47 2.14 3.85
H 3.98 2.48 2.00
H 3.81 3.92 2.99
H 2.38 3.90 0.59
H 2.43 5.19 1.64
H 3.95 4.94 0.75
```

Results of the Löwdin charge analysis, in e, for atoms 1 through 8:
1. C -0.114
2. C -0.285
3. C -0.294
4. C -0.294
5. C -0.099
6. C -0.127
7. C -0.008
8. O -0.069

Entry 4:
The following is a quantum chemistry calculation of C19H22N2O4 in the gas phase, from the OMol25 dataset.

Values from the calculation:
HOMO: -7.98 eV
F_max: 1.31 eV/A
Calculated total energy: -1147.704478 a.u.
E_LUMO: 0.66 eV
Energy above the lowest of the compared OMol25 structures with the same formula, charge and spin: 37.0 kcal per mole
Structure (SMILES): C[C@H]1CCCCN1C(=O)COc1ccc(NC(=O)c2ccco2)cc1
Orbital gap: 8.65 eV
Charge: 0

Geometry as XYZ:
```
47
C19H22N2O4 ωB97M-V/def2-TZVPD
C 1.45 2.09 -0.07
C 2.79 1.62 -0.64
C 3.99 2.30 0.02
C 4.22 1.80 1.44
C 4.36 0.29 1.42
C 3.12 -0.35 0.80
N 2.91 0.17 -0.54
C 2.81 -0.55 -1.67
O 2.80 -0.05 -2.78
C 2.70 -2.08 -1.55
O 1.86 -2.56 -0.52
C 0.57 -2.10 -0.46
C -0.05 -1.30 -1.41
C -1.35 -0.88 -1.22
C -2.06 -1.24 -0.09
N -3.37 -0.83 0.16
C -4.16 0.01 -0.57
O -3.83 0.56 -1.60
C -5.49 0.20 0.03
C -6.53 0.97 -0.41
C -7.57 0.80 0.53
C -7.08 -0.05 1.48
O -5.83 -0.42 1.19
C -1.44 -2.06 0.86
C -0.14 -2.48 0.68
H 1.39 1.96 1.00
H 1.32 3.15 -0.29
H 0.64 1.54 -0.54
H 2.81 1.84 -1.71
H 3.83 3.38 0.02
H 4.88 2.09 -0.58
H 3.39 2.09 2.08
H 5.13 2.26 1.85
H 4.49 -0.10 2.43
H 5.24 0.01 0.84
H 3.24 -1.43 0.76
H 2.24 -0.13 1.41
H 3.69 -2.51 -1.34
H 2.37 -2.45 -2.53
H 0.47 -1.00 -2.31
H -1.82 -0.25 -1.97
H -3.78 -1.20 1.01
H -6.54 1.57 -1.30
H -8.54 1.26 0.51
H -7.52 -0.45 2.37
H -1.98 -2.36 1.75
H 0.34 -3.11 1.41
```

Results of the Löwdin charge analysis, in e, for atoms 1 through 8:
1. C -0.020
2. C -0.315
3. C -0.144
4. C -0.200
5. C -0.166
6. C -0.138
7. N -0.004
8. C -0.453

Entry 5:
The following is a quantum chemistry calculation of C19H22N2O5S in the gas phase, from the OMol25 dataset.

Values from the calculation:
HOMO: -8.26 eV
F_max: 0.93 eV/A
Calculated total energy: -1621.090397 a.u.
E_LUMO: 0.65 eV
Energy above the lowest of the compared OMol25 structures with the same formula, charge and spin: 58.0 kcal per mole
Structure (SMILES): COc1ccc(S(=O)(=O)Nc2ccccc2C(=O)N2CCCC2)cc1OC
Orbital gap: 8.91 eV
Charge: 0

Geometry as XYZ:
```
49
C19H22N2O5S ωB97M-V/def2-TZVPD
C -4.57 -2.06 2.00
O -4.35 -1.07 1.03
C -3.15 -1.04 0.38
C -2.17 -2.02 0.56
C -0.96 -1.96 -0.10
C -0.73 -0.93 -0.97
S 0.84 -0.79 -1.79
O 0.69 -0.90 -3.22
O 1.81 -1.65 -1.18
N 1.31 0.83 -1.60
C 0.85 1.65 -0.57
C 0.35 2.92 -0.87
C -0.13 3.75 0.12
C -0.14 3.33 1.44
C 0.37 2.08 1.75
C 0.89 1.24 0.77
C 1.42 -0.08 1.23
O 0.70 -0.89 1.79
N 2.74 -0.26 1.10
C 3.68 0.62 0.44
C 5.04 0.01 0.78
C 4.72 -1.49 0.80
C 3.35 -1.53 1.47
C -1.68 0.04 -1.20
C -2.90 0.01 -0.53
O -3.74 1.04 -0.85
C -4.87 1.33 -0.06
H -4.59 -3.06 1.57
H -3.82 -2.02 2.80
H -5.55 -1.83 2.42
H -2.34 -2.83 1.25
H -0.19 -2.70 0.07
H 1.25 1.27 -2.50
H 0.34 3.24 -1.90
H -0.51 4.73 -0.14
H -0.53 3.96 2.21
H 0.37 1.73 2.77
H 3.52 0.61 -0.64
H 3.57 1.65 0.81
H 5.36 0.33 1.77
H 5.81 0.27 0.06
H 4.63 -1.85 -0.22
H 5.47 -2.08 1.33
H 3.44 -1.59 2.56
H 2.73 -2.35 1.12
H -1.51 0.84 -1.90
H -5.26 2.27 -0.47
H -4.61 1.47 0.99
H -5.64 0.56 -0.15
```

Results of the Löwdin charge analysis, in e, for atoms 1 through 8:
1. C -0.071
2. O -0.105
3. C -0.173
4. C 0.010
5. C -0.062
6. C -0.282
7. S 0.697
8. O -0.287

Entry 6:
The following is a quantum chemistry calculation of C19H22N2O5S2 in the gas phase, from the OMol25 dataset.

Values from the calculation:
HOMO: -8.94 eV
F_max: 1.05 eV/A
Calculated total energy: -2019.307100 a.u.
E_LUMO: -0.62 eV
Energy above the lowest of the compared OMol25 structures with the same formula, charge and spin: 26.6 kcal per mole
Structure (SMILES): Cc1ccc(S(=O)(=O)N(C)C)cc1NC(=O)[C@@H](C)OC(=O)/C=C/c1cccs1
Orbital gap: 8.32 eV
Charge: 0

Geometry as XYZ:
```
50
C19H22N2O5S2 ωB97M-V/def2-TZVPD
C -0.82 -1.99 0.11
C 0.63 -1.65 -0.08
C 1.60 -2.63 0.01
C 2.95 -2.34 -0.15
C 3.31 -1.04 -0.43
S 5.05 -0.66 -0.64
O 5.72 -1.85 -1.09
O 5.19 0.53 -1.42
N 5.50 -0.41 0.97
C 6.89 -0.69 1.23
C 5.06 0.88 1.45
C 2.38 -0.03 -0.54
C 1.03 -0.33 -0.35
N 0.06 0.67 -0.44
C 0.22 1.99 -0.17
O 1.25 2.53 0.16
C -1.08 2.80 -0.35
C -1.03 3.52 -1.70
O -2.20 1.92 -0.28
C -3.37 2.45 0.16
O -3.49 3.61 0.47
C -4.45 1.46 0.23
C -4.31 0.18 -0.13
C -5.32 -0.83 -0.06
C -6.64 -0.74 0.31
C -7.32 -1.96 0.24
C -6.52 -2.98 -0.19
S -4.93 -2.46 -0.52
H -1.27 -1.36 0.88
H -0.93 -3.03 0.42
H -1.37 -1.86 -0.82
H 1.30 -3.65 0.22
H 3.71 -3.10 -0.08
H 7.15 -1.60 0.70
H 7.03 -0.85 2.30
H 7.55 0.12 0.90
H 5.55 1.70 0.92
H 3.99 0.97 1.31
H 5.29 0.96 2.51
H 2.69 0.97 -0.79
H -0.89 0.37 -0.59
H -1.15 3.54 0.46
H -0.13 4.13 -1.74
H -1.90 4.16 -1.80
H -1.01 2.79 -2.51
H -5.38 1.86 0.59
H -3.35 -0.16 -0.49
H -7.10 0.18 0.63
H -8.36 -2.09 0.49
H -6.79 -4.01 -0.34
```

Results of the Löwdin charge analysis, in e, for atoms 1 through 8:
1. C -0.041
2. C -0.195
3. C -0.024
4. C -0.048
5. C -0.262
6. S 0.677
7. O -0.293
8. O -0.278

- Which formula does entry 3 have?
  C19H22N2O

- Number 6 is which compound?
  C19H22N2O5S2

- Among the records above, which one has the lowest calculated total energy?
  C19H22MnN2Te